Formula: C3H13BCl2CoN3O14
Source: the Open Molecules 2025 dataset
Level of theory: ωB97M-V/def2-TZVPD

Structure (XYZ):
```
37
Properties=species:S:1:pos:R:3:nbo_charge:R:1
Cl -2.11465 -0.27023 2.78475 2.57
H -1.70543 1.83444 -1.08381 -0.05
O 1.40700 3.10222 -2.74710 -0.81
H 2.28795 -3.65862 -0.39029 0.24
H 2.86575 -2.50956 -1.69612 0.25
Co -0.36241 0.80494 -0.41043 1.57
O -2.09500 -0.51330 -0.87605 -0.45
C -3.34683 -2.37256 -0.27283 -0.47
N -2.92354 -1.32656 -1.26064 0.56
O 0.63789 -1.09464 -0.53015 -0.44
C 3.17278 0.68599 1.90886 -0.47
N 2.20894 1.79215 1.69600 0.55
O -3.24909 -1.39703 -2.42575 -0.35
B -1.49934 2.71746 -0.40445 -0.78
O -2.27418 -1.70239 2.89456 -0.90
O 0.18376 -2.86988 -1.62757 -0.33
H 3.36150 0.80037 2.97464 0.24
O -1.04312 0.05551 1.88078 -0.93
O 2.44513 2.91799 2.08045 -0.34
H 2.73168 -0.23845 1.55977 0.23
O 2.59679 1.64055 -1.35456 -0.90
O 1.18735 1.57053 1.05177 -0.42
H -2.45029 -2.87987 0.05594 0.25
O 2.65936 1.33042 -3.68497 -0.84
O -3.35048 0.25350 2.28856 -0.86
O -1.79956 0.25089 4.08712 -0.85
N 0.93497 -2.19347 -0.97757 0.56
H -3.94688 -1.83354 0.45904 0.27
H 2.81887 -1.91932 -0.08618 0.23
Cl 1.83162 1.74692 -2.58852 2.54
H 4.07199 0.90638 1.33866 0.24
H -1.47820 3.67298 -1.04044 0.03
C 2.34632 -2.63701 -0.74781 -0.48
H -2.28030 2.81798 0.43096 0.02
H -4.07517 -2.95896 -0.82887 0.22
O 0.69224 0.83011 -2.46985 -0.92
H -0.44741 2.64404 0.01209 -0.01
```

Results
- Spin multiplicity: 4
- Energy: -3666.9367 hartree
- ΔE to the lowest compared entry with this formula, charge and spin: 1.3845 eV
- Highest occupied orbital energy (spin up / spin down): -6.82 / -6.79 eV
- Total charge: -1

=====

Formula: C3H6O3
Source: the Open Molecules 2025 dataset
Level of theory: ωB97M-V/def2-TZVPD

Structure (XYZ):
```
12
Properties=species:S:1:pos:R:3:nbo_charge:R:1
H 0.83172 1.07988 -0.19540 0.23
O -1.61054 1.42432 -0.68433 -0.53
H 1.32962 -1.56643 -0.46243 0.11
C -2.12468 0.40455 -1.07576 0.29
C 1.01683 0.34822 0.60118 -0.19
H 0.40951 0.65147 1.46371 0.20
H -2.88525 -0.14165 -0.48975 0.12
O -0.55853 -1.45659 0.26115 -0.53
O 2.40460 0.34992 0.85071 -0.70
H 2.56101 -0.10633 1.68625 0.47
H -1.86359 -0.04450 -2.05451 0.11
C 0.55170 -1.00470 0.09944 0.42
```

Results
- Energy: -343.5701 hartree
- ΔE to the lowest compared entry with this formula, charge and spin: 2.2978 eV
- Highest occupied orbital energy: -10.02 eV
- Total charge: 0

=====

Formula: CH6NO
Source: the Open Molecules 2025 dataset
Level of theory: ωB97M-V/def2-TZVPD

Structure (XYZ):
```
9
Properties=species:S:1:pos:R:3:nbo_charge:R:1
N -0.70668 -1.66491 0.50481 -0.87
H -1.59285 -2.09753 0.76598 0.45
C 0.58838 1.68051 -0.23378 0.33
O 0.39767 0.51448 -0.50921 -0.59
H -0.02346 -1.89103 1.23392 0.45
H 0.84882 2.37554 -1.02203 0.16
H -0.72728 -0.63110 0.41582 0.48
H 0.51589 2.02629 0.81207 0.14
H -0.36937 -2.14277 -0.33285 0.46
```

Results
- Energy: -171.4171 hartree
- ΔE to the lowest compared entry with this formula, charge and spin: 0.2687 eV
- Highest occupied orbital energy: -15.03 eV
- Total charge: +1

=====

Formula: C4H12BNO
Source: the Open Molecules 2025 dataset
Level of theory: ωB97M-V/def2-TZVPD

Structure (XYZ):
```
19
Properties=species:S:1:pos:R:3:nbo_charge:R:1
H 0.57684 2.77365 0.57212 0.21
H -1.41190 -1.93520 1.63222 0.11
H 2.56534 0.10777 -0.90149 0.19
B -0.33500 0.12284 -0.48622 1.21
O 0.22659 -2.16175 0.32009 -0.83
H -0.62132 -3.49597 1.61258 0.16
N 0.79871 0.87937 -0.39464 -0.78
H -2.14185 1.09472 -1.37453 0.26
H -2.17923 0.58530 0.50471 0.26
C 0.78098 2.33030 -0.42363 -0.40
H -1.52469 -2.91313 0.16663 0.13
H 2.52367 1.00809 0.59754 0.19
H 1.79938 2.62435 -0.83254 0.21
C -0.84928 -2.68650 1.02867 -0.23
H -0.09542 2.63652 -1.10457 0.21
C -1.93482 0.29341 -0.54502 -1.07
H 2.08566 -0.81540 0.30982 0.28
C 2.10059 0.24966 -0.05749 -0.40
H -2.36425 -0.69804 -0.62425 0.28
```

Results
- Energy: -314.3193 hartree
- ΔE to the lowest compared entry with this formula, charge and spin: 6.1918 eV
- Highest occupied orbital energy: -7.50 eV
- Total charge: 0

=====

Formula: C38H60N4O3SeZr
Source: the Open Molecules 2025 dataset
Level of theory: ωB97M-V/def2-TZVPD

Structure (XYZ):
```
107
Properties=species:S:1:pos:R:3:lowdin_charge:R:1
H 1.06111 -3.45570 0.32708 0.11
C 0.41399 -5.62692 2.11495 -0.04
H -1.99179 -4.88719 -0.27357 0.09
C 0.31279 -1.53500 -3.86123 -0.15
H -0.25507 -5.11206 -0.51951 0.07
H 1.37736 1.88304 6.07036 0.12
H 0.93074 4.50661 2.82197 0.12
H -0.37573 5.32234 0.18228 0.12
H 0.79663 -2.65247 -7.08821 0.09
C -1.35471 2.94594 -3.19018 -0.03
O 0.05775 0.67977 1.74880 -0.36
H -1.91371 -5.13978 3.47892 0.09
C -0.64072 -0.51862 -3.95761 0.05
C -2.76870 1.33005 -4.41327 -0.05
H -1.21913 3.05909 1.80542 0.07
H -2.13071 -6.48231 2.36387 0.09
C 1.84019 4.19326 -1.44684 -0.21
H -3.67929 2.14222 -2.00321 0.09
H 5.45254 1.66943 1.91194 0.14
C 1.50411 -3.62103 -4.66978 -0.06
O -0.04928 1.38220 -0.90720 -0.36
H -4.04110 -0.82876 1.83979 0.10
C 0.73075 -1.90634 -6.29538 -0.04
H -2.15252 3.67463 -3.34391 0.09
C -0.82576 0.48513 -3.01324 -0.08
C -1.49527 -2.57537 2.33075 0.05
H -1.27968 -0.52022 -4.82801 0.10
H 2.15641 5.90257 -0.17645 0.13
H 3.18797 2.67105 -1.64944 0.10
C -0.26844 -0.63347 1.71436 -0.30
Se 1.93348 -0.67118 -0.11615 1.19
C -0.39004 4.84679 1.16282 -0.18
H 1.68535 -1.37891 -6.24590 0.09
H -2.11594 -1.64957 4.97160 0.09
H 1.29586 -5.37601 1.52322 0.08
C 4.44083 1.28160 1.79211 -0.14
C 0.97355 4.94172 1.82081 -0.18
C 2.04899 1.77336 5.23103 -0.01
Zr 1.12603 1.89071 0.62140 1.73
H 1.28465 5.98344 1.92785 0.14
H -1.09317 -0.21294 4.94244 0.08
H -0.84839 3.18862 -2.25596 0.04
H -3.25632 0.35489 -4.43133 0.09
H -1.23777 -6.44766 0.07493 0.09
C -2.08811 -0.59470 4.69806 -0.02
C 0.56722 -1.47861 0.96403 -0.37
C -1.36304 -1.18044 2.38730 -0.07
H -1.52372 1.60406 3.24166 0.05
H 1.54168 -4.34850 -5.48026 0.09
C -0.85063 -4.93949 1.58161 -0.55
C -2.43263 1.10333 2.90598 -0.06
C -0.65720 -3.42606 1.62805 -0.15
O 3.77560 1.96096 0.71534 -0.18
C 3.63370 1.49809 3.03706 -0.25
C 1.12107 -1.55014 -2.73601 -0.04
N 2.19577 2.75764 -1.45304 -0.03
H 0.50193 2.00777 3.76641 0.09
H -3.95144 -1.96309 3.18891 0.08
C 1.55866 1.86046 3.94453 -0.11
N 2.33268 1.73884 2.85443 0.02
H 2.76365 3.98951 1.61634 0.10
H 2.19376 4.70869 -2.34168 0.14
N 1.95228 4.16204 1.03230 -0.15
H -0.64583 3.05046 -4.01530 0.10
H -2.82096 -0.06666 5.31119 0.09
H -3.55232 2.08729 -4.44949 0.09
C -2.88556 1.39567 -1.93696 -0.03
H -0.87316 -4.09159 -5.84632 0.09
H -1.13970 5.36609 1.75925 0.14
H 1.85803 -2.32792 -2.59263 0.10
H -1.18203 -3.82205 -4.12676 0.09
C -0.93109 -3.32942 -5.06810 -0.03
H -2.98022 -4.97153 2.06888 0.09
H -3.27358 1.54914 3.43898 0.10
C 0.02236 0.45630 -1.89082 -0.34
C -3.81219 -0.92276 2.90293 -0.04
C 0.41092 -2.59138 -4.95997 -0.56
C 3.40474 1.53398 5.41111 -0.01
C -1.09708 -5.36713 0.12681 -0.04
H 0.60616 -5.34077 3.15043 0.09
H 2.49117 -3.15867 -4.60070 0.09
H -2.35570 1.52546 -0.99080 0.06
C -2.39742 -0.40015 3.20638 -0.52
C -1.93972 1.52659 -3.14151 -0.53
H 3.82595 1.45816 6.40426 0.13
H -2.57839 1.27839 1.83590 0.09
H 1.30694 -4.17153 -3.74724 0.09
C -2.04043 -5.39792 2.42546 -0.06
H 5.26930 1.19801 4.38622 0.13
H 1.71819 2.28737 -2.22041 0.10
C 0.39175 -2.84377 0.91873 -0.05
C 2.42041 4.84374 -0.20409 -0.16
H -0.04065 -1.18939 -6.58015 0.08
H -2.16361 1.43682 -5.31527 0.10
C 0.96622 -0.56746 -1.76939 -0.39
C 4.20913 1.39200 4.29379 0.02
H -4.54247 -0.33742 3.46309 0.09
H 0.75159 4.26384 -1.44793 0.09
H 0.29158 -6.71034 2.07957 0.09
H 3.50929 4.78853 -0.23913 0.13
N -0.71148 3.41278 0.99516 -0.02
H -2.31412 -3.01694 2.87711 0.10
H 4.49539 0.21029 1.57535 0.13
H -1.34008 3.26340 0.20718 0.09
H -1.74829 -2.65502 -5.32711 0.08
H -3.35266 0.40996 -1.92309 0.10
H 4.27057 1.75824 -0.08791 0.10
```

Results
- Energy: -4376.9571 hartree
- ΔE to the lowest compared entry with this formula, charge and spin: 0.4845 eV
- Highest occupied orbital energy: -12.75 eV
- Total charge: +2